Entry from the OMol25 dataset: a molecular structure, C15H16N6O4 (wB97M-V/def2-TZVPD).

Values from the calculation:
- multiplicity = 1
- ΔE to the lowest compared entry with this formula, charge and spin (kcal per mole) = 124.5
- orbital gap (eV) = 5.1673
- electronic energy (Ha) = -1210.19972
- highest occupied orbital energy (eV) = -6.65
- strongest force on any atom (Eh/bohr) = 0.164

```
41
Properties=species:S:1:pos:R:3:forces:R:3
N 3.960348 2.765250 4.857926 -1.373 -1.307 -2.069
C 3.379385 2.251424 3.978213 1.241 1.404 1.209
C 2.644420 1.667574 2.876311 0.232 0.618 -0.864
C 2.384380 2.271803 1.658699 0.485 0.271 0.407
C 1.573993 1.629476 0.658611 -0.606 -1.606 1.865
N 1.094110 2.339729 -0.472485 0.311 1.117 -2.943
O 1.487331 3.498336 -0.706168 -0.879 -1.762 0.706
O 0.279421 1.728429 -1.248682 1.806 1.791 1.417
C 1.089074 0.328652 0.787039 5.837 3.486 4.991
C 1.209236 -0.170335 2.082040 -0.895 0.149 1.860
N 0.368762 -1.066598 2.733005 1.090 0.246 0.025
O -0.547288 -1.822301 2.381185 1.164 1.066 0.524
O 0.707799 -0.961474 4.145651 0.028 -0.380 -1.078
N 1.717238 -0.027615 4.352188 -0.682 -0.111 -2.508
C 1.968221 0.444548 3.113521 -0.930 -0.817 2.620
H 2.861805 3.213695 1.418698 -0.172 0.136 0.101
H -0.074949 0.024091 0.155059 -0.157 -2.019 -3.017
C -2.373556 0.231830 0.186354 -0.258 0.112 0.341
C -2.315312 -0.207703 -1.265605 0.178 0.248 -0.073
C -3.357680 -1.272508 -1.546199 -0.480 -0.238 0.211
C -2.550504 0.977110 -2.188837 -0.182 0.401 -0.047
N -0.985031 -0.778233 -1.521115 1.220 -0.729 -1.968
C 0.141533 -0.550266 -0.817807 -7.361 -1.863 -0.566
N 1.071818 -1.390105 -1.232424 0.619 -0.405 -1.104
C 2.404963 -1.723643 -0.743762 0.409 -0.077 -0.108
C 0.597496 -2.019114 -2.391935 0.506 -0.198 -0.089
C -0.658110 -1.610806 -2.566489 -1.544 -0.127 -0.453
H -1.642391 1.031364 0.381813 -0.314 -0.181 0.056
H -3.375757 0.640260 0.372586 0.267 -0.050 0.025
H -2.214414 -0.616102 0.868988 0.045 0.298 -0.146
H -3.419317 -1.520945 -2.609787 0.041 -0.020 0.154
H -3.179568 -2.181870 -0.961744 0.014 0.112 -0.126
H -4.336574 -0.872639 -1.253989 0.172 -0.114 -0.080
H -2.571808 0.661305 -3.236682 0.073 0.055 0.091
H -3.532994 1.402578 -1.945925 0.202 -0.005 -0.135
H -1.781809 1.743957 -2.049090 -0.233 -0.168 -0.096
H 2.440322 -1.504765 0.315947 0.369 -0.127 -0.124
H 2.587947 -2.798125 -0.928726 -0.289 0.520 0.180
H 3.164631 -1.164842 -1.311477 -0.243 -0.013 0.401
H 1.165643 -2.716723 -3.003757 0.049 0.378 0.472
H -1.382813 -1.874701 -3.321152 0.239 -0.090 -0.062
```
Forces are in eV/Å.

---

Entry from the OMol25 dataset: a single C7H19NOSi2 molecule (wB97M-V/def2-TZVPD).

Values from the calculation:
- multiplicity = 1
- ΔE to the lowest compared entry with this formula, charge and spin (kcal per mole) = 143.8
- orbital gap (alpha / beta) (eV) = 7.1336 / 6.7277
- electronic energy (Ha) = -986.97334
- highest occupied orbital energy (alpha / beta) (eV) = -6.98 / -6.58
- strongest force on any atom (Eh/bohr) = 0.081

```
30
Properties=species:S:1:pos:R:3:forces:R:3
C -2.378309 0.714778 -1.626256 0.582 -0.653 -0.881
C -1.338299 1.387748 -2.620445 -1.026 -2.254 0.522
C -2.072345 0.906770 -0.105589 0.846 1.578 -1.396
C 0.314807 3.066255 1.459691 -1.443 0.998 -1.309
C 2.663262 -1.279235 -0.314458 -0.636 4.016 0.516
C 1.643920 -1.757339 2.574677 -3.310 1.310 -2.198
C 0.022687 -2.878105 0.295740 -0.237 -1.158 -3.167
N -0.128392 0.614608 -2.603380 1.395 2.660 1.995
O 0.393696 1.674413 1.292047 1.060 1.476 1.711
Si -0.243646 0.543207 0.417903 -1.655 -1.609 -3.363
Si 1.120485 -1.393201 0.666293 -0.724 -0.779 2.301
H -3.463477 0.948895 -1.839333 1.089 -0.301 0.233
H -2.128333 -0.357806 -1.807076 -1.104 0.450 -0.194
H -1.731212 1.518970 -3.629518 -0.639 -0.905 -0.475
H -1.171401 2.391058 -2.446263 0.681 2.339 1.307
H -2.160227 2.003468 -0.043376 0.282 0.052 0.638
H -2.948338 0.563140 0.395106 -0.212 -0.728 0.966
H 0.401498 3.446168 2.451384 0.874 -0.592 1.144
H -0.716616 3.452914 1.255411 0.720 -0.407 -0.650
H 1.062920 3.532645 0.809612 -0.317 0.075 0.148
H 2.395265 -0.956630 -1.329031 0.559 0.039 0.185
H 3.350162 -0.542609 0.258490 -0.959 -1.142 -1.295
H 3.035873 -2.222651 -0.273844 1.535 -2.796 -0.137
H 1.669626 -0.848944 3.112663 -0.379 1.339 0.667
H 0.874109 -2.381543 3.018446 0.006 -0.169 0.089
H 2.571618 -2.115377 2.761077 2.972 -1.727 -0.015
H -0.459786 -2.937011 -0.795766 1.114 0.503 2.099
H 0.688487 -3.802473 0.286683 -0.922 0.948 0.453
H -0.848297 -2.982725 0.944295 0.347 -0.119 0.309
H -0.419737 -0.309388 -2.565183 -0.499 -2.444 -0.202
```
Forces are in eV/Å.

---

Entry from the OMol25 dataset: 13 unconnected molecules or ions with the total composition C24H64BN6O20 (wB97M-V/def2-TZVPD).

Values from the calculation:
- multiplicity = 2
- orbital gap (alpha / beta) (eV) = 3.4103 / 7.3071
- electronic energy (Ha) = -2811.30178
- highest occupied orbital energy (alpha / beta) (eV) = 0.32 / -3.58
- strongest force on any atom (Eh/bohr) = 0.126
- total charge = -2
- <S²> = 0.7536

```
115
Properties=species:S:1:pos:R:3:forces:R:3
O 12.816760 -0.484750 21.409930 -3.689 -1.283 -1.139
C 13.950200 -0.275260 21.732790 4.495 3.493 0.888
O 14.931870 -1.230540 21.800980 1.178 -0.687 0.218
B 16.226590 -0.568310 22.183230 -3.947 1.213 -0.284
O 15.817020 0.801380 22.569500 2.660 -0.853 -0.148
C 14.611130 1.058520 21.998720 -2.618 -3.173 -0.178
O 14.032260 2.136860 22.045530 -0.105 1.537 0.035
O 17.184430 -0.710680 21.085220 2.396 -0.426 -1.060
C 18.245250 -1.437090 21.411320 -0.966 -0.023 -0.925
O 19.193460 -1.742400 20.686540 -1.491 0.475 1.379
C 17.968370 -1.866940 22.896800 1.163 0.698 1.619
O 16.850450 -1.259400 23.272310 2.046 -1.866 1.059
O 18.752550 -2.461340 23.643440 -1.523 0.743 -1.427
C 16.876490 -2.992810 26.548370 -0.308 0.536 -0.301
O 17.413890 -4.004450 27.394750 -0.014 0.088 -0.027
H 16.067900 -2.458370 27.047030 -0.015 -0.351 0.288
H 17.593340 -2.221010 26.268080 0.353 -0.159 0.017
H 16.461450 -3.396490 25.624850 0.034 -0.108 0.000
H 17.839370 -4.644600 26.819620 0.055 -0.012 0.035
C 21.222750 -2.780710 26.291800 -0.374 0.838 -0.723
O 21.178060 -2.979160 24.884520 0.154 -0.517 0.233
H 22.134360 -2.203720 26.447180 0.158 -0.377 0.709
H 20.386300 -2.159560 26.612160 -0.127 0.055 0.076
H 21.136550 -3.716040 26.844810 0.423 -0.036 -0.078
H 20.402650 -2.584380 24.478940 -0.523 -0.087 -0.106
C 17.894130 3.155460 23.254930 -1.286 -0.865 0.297
O 18.473590 4.408660 23.156190 1.257 1.347 -0.321
H 18.239150 2.429670 22.518520 0.232 -0.047 -0.067
H 18.089040 2.779540 24.259320 -0.025 -0.053 -0.066
H 16.817500 3.261770 23.122090 -0.157 -0.452 0.092
H 18.434800 4.677510 22.235420 -0.053 0.109 0.042
C 16.431460 -4.738530 21.344470 0.066 1.311 -0.247
O 15.438780 -5.692160 21.606740 0.055 -0.863 0.462
H 17.258080 -4.761910 22.054580 -0.097 -0.748 0.118
H 16.830630 -4.798830 20.331990 0.130 -0.236 -0.070
H 16.036930 -3.730420 21.471560 -0.270 0.277 -0.157
H 14.752760 -5.665460 20.935720 0.117 0.292 -0.033
C 11.279830 4.144010 21.967850 -0.883 0.101 -0.665
O 10.501210 4.453660 23.156100 0.639 -0.274 -0.567
H 11.496750 3.083800 21.837500 0.505 0.045 0.570
H 10.690900 4.395450 21.085780 -0.235 0.253 -0.149
H 12.174110 4.764120 21.906110 0.027 -0.288 0.516
H 9.925270 3.700620 23.307200 0.005 -0.020 0.106
C 9.680340 -0.830070 22.785050 -3.767 -1.161 1.281
O 8.661250 -0.979470 23.462020 -0.615 0.780 1.253
N 10.341770 -1.832830 22.371820 3.393 -5.394 -1.173
N 10.077490 0.254770 22.238990 0.024 5.354 -0.667
H 11.278660 -1.638340 22.048540 0.501 -0.232 -0.178
H 10.196560 -2.706190 22.857890 -0.020 0.203 -0.182
H 10.738470 0.302520 21.476810 0.388 0.188 0.542
H 9.628630 1.044430 22.680660 0.379 0.348 -0.781
C 17.415380 1.174470 26.696390 -3.313 0.621 0.394
O 16.306130 1.568470 27.009650 -0.907 0.512 0.608
N 18.483460 1.355530 27.395130 4.040 1.034 3.217
N 17.646400 0.480330 25.632110 0.313 -1.859 -3.223
H 19.361610 1.033190 27.014270 -0.068 0.336 0.637
H 18.431500 1.788950 28.305920 0.108 -0.139 -0.382
H 16.910300 0.480190 24.940550 0.331 -0.372 -0.408
H 18.604180 0.203850 25.469920 -0.628 -0.201 -0.813
C 20.445360 -3.134980 17.767520 0.019 -2.518 -1.119
O 20.928750 -3.643820 16.789580 1.530 -1.048 -2.197
N 19.992970 -3.836620 18.786060 -0.623 -1.724 1.957
N 20.213700 -1.885600 17.909460 -0.511 4.764 0.231
H 19.457180 -3.300540 19.453620 0.020 -1.018 0.529
H 20.037330 -4.842400 18.705230 -0.259 0.414 0.341
H 20.364020 -1.276720 17.117770 -0.179 -0.032 0.487
H 19.681670 -1.656220 18.736760 0.086 1.108 -0.284
C 12.395660 3.691120 26.304290 0.986 -0.223 -0.397
C 13.403360 4.635670 25.603040 -0.018 -0.899 0.522
C 14.607330 3.861840 25.086020 0.121 -0.497 0.589
O 12.773150 5.349860 24.587590 -0.122 0.905 -0.335
H 12.302460 2.805210 25.676130 -0.253 -0.114 -0.124
H 11.404750 4.114140 26.469330 0.170 0.221 0.099
H 12.862770 3.338460 27.223820 -0.264 0.020 0.238
H 13.773110 5.343090 26.345290 -0.102 0.366 -0.001
H 15.414360 4.523680 24.771750 -0.081 0.088 -0.103
H 14.383510 3.152940 24.288860 -0.304 0.253 -0.338
H 14.983410 3.229390 25.890190 0.254 0.076 0.175
H 12.213970 4.728180 24.115950 -0.329 0.014 -0.172
C 13.634260 -2.674180 24.982650 -0.775 -0.272 0.847
C 13.548350 -1.533220 25.989790 0.498 0.591 0.295
C 12.415850 -0.539440 25.774460 0.440 0.184 -1.294
O 13.422640 -2.070100 27.274540 -0.329 -1.574 1.708
H 14.147520 -3.526010 25.428800 0.663 0.293 -0.042
H 14.081040 -2.354320 24.041290 -0.251 -0.152 -0.060
H 12.637260 -3.106770 24.899300 -0.330 0.263 -0.695
H 14.521930 -1.043670 26.014050 0.039 0.575 -0.627
H 12.595060 0.435810 26.227080 0.215 -0.066 0.089
H 11.424690 -0.868030 26.087080 0.182 -0.477 0.072
H 12.401610 -0.411050 24.692140 -0.369 0.508 -0.200
H 13.785550 -1.492780 27.950260 -0.017 0.232 -0.273
C 16.644540 -3.331830 17.687120 -0.184 0.285 -0.238
C 15.271560 -2.733190 17.409220 -0.551 0.464 0.613
C 14.940420 -1.469810 18.183210 -0.256 0.139 0.635
O 15.172310 -2.440230 16.017430 0.149 -0.317 -0.552
H 16.711360 -4.366740 17.351540 0.030 0.060 -0.239
H 16.948810 -3.324630 18.733760 -0.331 0.249 0.028
H 17.349310 -2.712580 17.132220 0.263 -0.162 -0.017
H 14.454510 -3.422610 17.621870 0.156 -0.553 0.319
H 13.907640 -1.142410 18.063780 -0.245 -0.198 -0.568
H 15.543780 -0.611890 17.886520 0.357 -0.168 0.213
H 14.943800 -1.642410 19.259450 0.614 0.103 0.168
H 14.229440 -2.318880 15.883780 0.000 0.194 -0.329
C 22.020280 -3.682890 21.617450 -1.288 -1.040 -0.747
C 23.203520 -4.076270 22.447660 0.936 1.474 0.161
C 24.465590 -4.218750 21.546180 -0.409 -0.799 0.510
O 23.435280 -3.059340 23.439210 1.169 -0.252 -0.672
H 21.981440 -4.308810 20.725930 0.332 0.305 -0.475
H 21.933440 -2.629270 21.352020 0.389 -0.071 0.001
H 21.061070 -3.983500 22.038940 -0.042 0.355 0.724
H 23.001120 -4.980040 23.022410 0.095 -0.515 -0.433
H 25.270150 -4.752020 22.052540 0.114 0.221 0.297
H 24.868220 -3.296260 21.127830 -0.336 0.221 0.288
H 24.214720 -4.865140 20.705150 -0.152 0.029 -0.124
H 22.621020 -2.985290 23.942280 -0.518 0.090 0.374
```
Forces are in eV/Å.

---

Entry from the OMol25 dataset: a single C17H26N2O4S2 molecule (wB97M-V/def2-TZVPD).

Values from the calculation:
- multiplicity = 1
- ΔE to the lowest compared entry with this formula, charge and spin (kcal per mole) = 0.0
- orbital gap (eV) = 8.4700
- electronic energy (Ha) = -1870.24946
- highest occupied orbital energy (eV) = -8.03
- strongest force on any atom (Eh/bohr) = 0.022
- SMILES string = CSCCCNC(=O)c1ccccc1OC1CCN(S(C)(=O)=O)CC1

```
51
Properties=species:S:1:pos:R:3:forces:R:3
C -0.703025 -1.601392 -2.980060 -0.253 0.292 0.428
S -1.402608 -1.219319 -1.349678 -0.228 -0.448 -0.035
C -3.053149 -0.595492 -1.820629 0.426 -0.162 -0.125
C -3.057068 0.642561 -2.705556 0.087 0.136 0.232
C -2.491010 1.898923 -2.031956 -0.152 -0.068 -0.495
N -1.086839 1.784393 -1.721534 0.003 0.252 0.217
C -0.148011 1.895984 -2.682049 -0.264 0.081 0.360
O -0.425044 2.235114 -3.823662 -0.057 0.023 -0.252
C 1.267310 1.581974 -2.296811 0.231 -0.127 0.040
C 2.187512 1.676130 -3.337840 -0.082 0.005 0.049
C 3.525991 1.388959 -3.165465 0.089 -0.013 0.007
C 3.968440 0.994200 -1.916649 -0.051 0.018 -0.056
C 3.078778 0.892254 -0.862571 -0.050 -0.056 0.325
C 1.726611 1.181410 -1.026904 0.071 0.063 -0.266
O 0.825577 1.131017 -0.004186 0.077 0.165 -0.168
C 1.146027 0.565460 1.256187 -0.083 -0.303 0.366
C 1.262470 -0.960102 1.196360 0.133 0.249 0.066
C 1.459647 -1.517747 2.605372 0.281 -0.365 -0.469
N 0.406066 -1.107343 3.507974 -0.820 -0.658 0.012
S -1.021932 -1.993884 3.417115 0.040 -0.163 1.144
C -1.275748 -2.351230 5.173718 0.087 0.143 -0.908
O -2.115415 -1.180976 2.966270 0.030 0.230 0.087
O -0.759338 -3.229608 2.745278 0.310 -0.110 -0.032
C 0.215447 0.324964 3.570515 -0.278 0.530 -0.027
C -0.006579 0.939043 2.189098 0.328 0.025 -0.103
H -1.403902 -2.217424 -3.536464 0.019 -0.070 -0.126
H 0.214443 -2.152225 -2.800310 0.080 -0.064 -0.034
H -0.477945 -0.684883 -3.518068 0.053 -0.010 -0.168
H -3.569850 -1.417813 -2.318829 -0.103 0.035 0.078
H -3.543781 -0.397621 -0.867197 -0.104 -0.046 0.023
H -4.091537 0.844240 -2.994839 -0.010 0.020 -0.074
H -2.488598 0.457911 -3.618360 -0.072 0.022 -0.052
H -3.029703 2.108263 -1.105174 0.009 0.045 -0.030
H -2.611303 2.739987 -2.721250 -0.067 -0.036 0.189
H -0.826995 1.366781 -0.841635 0.110 0.088 -0.199
H 1.805486 1.985655 -4.299675 -0.053 0.010 -0.021
H 4.214210 1.470224 -3.992361 0.052 0.010 -0.077
H 5.010618 0.762780 -1.752275 0.077 -0.022 0.028
H 3.455763 0.588917 0.101392 -0.012 -0.029 0.094
H 2.078600 1.005709 1.642605 -0.082 -0.022 -0.083
H 2.090558 -1.263827 0.554848 -0.005 -0.038 -0.025
H 0.338716 -1.364631 0.778149 0.033 0.009 -0.049
H 1.446051 -2.606701 2.581003 0.273 0.081 -0.052
H 2.412035 -1.176261 3.026247 -0.059 -0.059 0.039
H -1.369779 -1.414424 5.705065 -0.006 0.192 0.107
H -2.181606 -2.936152 5.268818 -0.179 -0.065 -0.073
H -0.417603 -2.912857 5.515176 0.154 -0.078 0.059
H -0.654788 0.511298 4.199632 0.118 0.237 0.065
H 1.100341 0.761076 4.047266 -0.085 -0.042 0.041
H -0.087600 2.023988 2.265973 -0.006 0.030 -0.007
H -0.935944 0.542697 1.777928 -0.007 0.064 -0.050
```
Forces are in eV/Å.